100
Properties=species:S:1:pos:R:3:forces:R:3:lowdin_charge:R:1 method="wB97M-V/def2-TZVPD" max_force_ev_per_a=4.57 energy_ev=-94559.170 homo_energy_ev=-7.1 de_lowest_ev=0.8134 homo_lumo_gap_ha=0.210 e_lumo_ev=-1.377 charge=0
Sc -3.750279 -0.396761 -0.424491 0.314 1.647 1.021 1.002
O -7.699534 -2.535018 0.204466 1.211 1.593 0.832 0.116
C -6.438821 -2.000097 0.056300 -1.149 0.630 0.252 -0.385
O -6.085007 -0.863462 0.359815 -0.455 -1.511 -0.411 0.095
C -5.557572 -2.969999 -0.598894 1.096 -0.718 -1.493 -0.171
C -5.955740 -4.238865 -0.994225 1.096 -0.007 -0.165 0.045
C -4.987016 -4.994389 -1.746072 -1.795 -0.765 0.617 -0.003
C -3.653554 -4.614521 -1.794068 -0.297 0.021 -0.502 0.043
C -3.383467 -3.305933 -1.395061 -0.343 0.898 0.264 -0.135
N -4.331637 -2.484815 -0.943478 -1.208 -1.244 0.873 0.089
C -2.028031 -2.605404 -1.385258 2.135 -0.477 -0.003 -0.535
O -1.024433 -3.174159 -1.825817 -1.715 0.545 0.396 0.076
O -2.066223 -1.458975 -0.781281 0.108 -0.555 -0.861 -0.101
H -8.219155 -1.938043 0.789224 0.319 -0.277 -0.515 0.153
H -6.934625 -4.627935 -0.669657 0.645 0.168 -0.655 0.132
H -5.430790 -5.906499 -2.222464 1.088 0.627 0.585 0.129
H -2.830796 -5.232015 -2.185560 -0.605 0.372 0.090 0.141
C 6.666051 -1.495245 2.912634 0.684 0.302 -0.806 -0.048
C 5.591001 -0.787127 3.749193 1.223 1.127 0.232 -0.591
C 5.403988 -1.549895 5.020555 -0.313 -1.379 0.858 -0.083
C 6.118751 0.608577 4.099169 -1.474 1.501 0.030 -0.048
C 4.311902 -0.615166 2.979502 -1.793 -0.369 -0.753 -0.153
C 3.025541 -1.069018 3.380611 1.245 0.305 0.699 0.005
C 1.953312 -0.902281 2.521816 -1.004 -0.288 0.462 -0.139
N 1.992757 -0.348639 1.325702 0.067 0.167 -0.029 0.151
C 3.176047 0.112426 0.936975 0.156 -1.771 3.032 -0.250
C 4.331045 -0.002004 1.724995 -0.564 -0.210 0.486 0.038
C 3.287708 0.610074 -0.357543 0.677 1.827 -4.129 -0.244
C 4.292690 0.141704 -1.208500 -0.003 0.445 -0.877 0.052
C 4.551840 0.812218 -2.439385 0.269 -0.954 0.746 -0.159
C 3.828302 1.952011 -2.744811 0.324 -0.045 0.571 -0.018
C 2.819831 2.292424 -1.853734 -1.536 -0.471 0.008 -0.120
N 2.472903 1.603555 -0.761289 0.967 0.392 0.338 0.132
C 5.690048 0.293342 -3.329800 -0.543 0.744 -0.196 -0.536
C 5.236376 0.118664 -4.826334 -1.234 -0.755 0.262 -0.042
C 6.817386 1.375980 -3.226342 -0.044 -0.597 -1.107 -0.035
C 6.162145 -1.018268 -2.773546 0.439 -0.641 0.923 -0.094
H 7.464465 -1.965109 3.493977 -0.150 0.347 0.375 0.083
H 7.190135 -0.839103 2.169603 -0.683 -0.348 0.588 0.098
H 6.225226 -2.304696 2.374321 -0.374 -0.640 -0.610 0.075
H 6.371950 -1.764978 5.512245 -0.466 0.333 -0.160 0.095
H 4.992777 -2.521591 4.728000 0.000 -0.179 0.327 0.090
H 4.699687 -1.122673 5.763204 0.456 0.064 -0.520 0.095
H 7.142650 0.633322 4.471014 0.083 -0.134 -0.319 0.084
H 5.478066 0.981722 4.933298 0.433 0.026 -0.514 0.094
H 5.930658 1.324428 3.236923 0.732 -0.771 1.061 0.098
H 2.858574 -1.464543 4.396541 0.088 0.003 -0.776 0.110
H 0.951442 -1.247091 2.801099 0.375 0.015 0.182 0.112
H 5.241005 0.440178 1.393632 0.548 0.154 -0.496 0.110
H 4.854559 -0.769107 -0.967958 -0.458 0.723 0.194 0.104
H 4.095259 2.572520 -3.597866 -0.318 -0.125 0.116 0.112
H 2.091106 3.075682 -2.058650 0.419 0.207 -0.240 0.107
H 5.044206 1.122865 -5.268318 0.489 -0.817 -0.053 0.076
H 4.235871 -0.462387 -4.956001 1.602 0.937 0.625 0.114
H 5.988304 -0.520101 -5.356750 -0.437 1.042 0.153 0.084
H 6.443468 2.326494 -3.578513 -0.230 0.339 -0.029 0.067
H 7.711255 1.182267 -3.844456 -0.383 -0.363 0.145 0.091
H 7.149960 1.505695 -2.216168 0.080 -0.025 0.690 0.076
H 5.399291 -1.779108 -2.612775 -0.477 0.287 -0.061 0.092
H 6.676989 -0.905665 -1.790546 -0.067 -0.052 -0.848 0.100
H 6.788832 -1.496832 -3.481612 1.204 -0.292 -0.576 0.068
C -0.916686 1.791991 -0.354163 0.264 -0.416 -0.434 -0.158
Si -2.006486 2.165388 1.065599 -2.594 -0.492 0.096 0.422
C -3.220528 3.566728 0.680808 1.141 0.126 -1.361 -0.173
C -1.073027 2.351154 2.641129 0.979 0.048 0.552 -0.168
N -3.153024 0.747646 1.215289 0.096 -0.150 0.408 -0.164
C -3.746207 0.511353 2.463075 0.095 -0.221 -0.541 -0.306
C -4.206824 1.547902 3.302689 0.591 -1.038 0.757 -0.040
C -4.482848 1.291024 4.656897 -0.129 0.722 -1.102 -0.092
C -4.567461 -0.001150 5.107164 -0.013 0.619 1.741 -0.136
C -4.379440 -1.035934 4.238357 0.457 -2.441 -0.545 -0.060
C -3.944969 -0.818527 2.964111 -0.254 1.915 -1.394 -0.191
F -3.810182 -1.812555 1.997161 0.056 0.121 0.796 0.006
H -1.388130 1.937906 -1.330839 -0.048 0.202 0.106 0.032
H -0.848833 0.708965 -0.235958 0.521 -0.239 -0.205 0.018
H 0.109754 2.187325 -0.364022 -0.419 -0.092 0.151 0.018
H -4.012384 3.140751 0.046407 0.077 0.077 0.362 0.025
H -2.677305 4.269904 0.019362 -0.259 0.029 0.297 0.028
H -3.615688 4.127517 1.502204 -0.342 0.244 0.517 0.004
H -1.645589 2.786077 3.492864 0.521 -0.448 -0.617 0.039
H -0.173238 2.969244 2.420768 -0.558 -0.136 0.282 0.040
H -0.655187 1.346793 2.888215 -0.405 0.602 0.128 0.041
H -4.242467 2.537038 2.895648 0.142 0.404 0.015 0.082
H -4.631716 2.131287 5.319536 -0.178 -0.001 0.109 0.099
H -4.716176 -0.198343 6.178191 -0.135 0.015 -0.606 0.108
H -4.471036 -2.070020 4.576865 -0.073 0.220 -0.060 0.120
C -4.359324 -0.379222 -4.254668 1.273 -0.276 0.715 -0.165
Si -4.600021 1.275124 -3.355007 0.972 -0.644 1.403 0.305
C -3.580028 2.713669 -3.969295 1.809 -0.351 -1.645 -0.183
C -6.349505 1.845429 -3.404396 -0.635 -0.225 -0.232 -0.181
O -4.117053 0.930582 -1.776738 -0.507 -0.276 -1.015 -0.425
H -4.590581 -0.392714 -5.308809 -0.190 -0.042 -0.349 0.013
H -4.922394 -1.176475 -3.733565 -0.043 0.366 -0.278 0.018
H -3.273325 -0.696035 -4.146087 -1.071 0.472 -0.164 0.053
H -4.045828 3.293485 -4.805966 0.267 -0.612 0.534 0.034
H -2.532803 2.338157 -4.362960 -1.904 0.827 0.828 0.070
H -3.409978 3.435923 -3.168565 0.086 -0.153 0.111 0.018
H -6.997202 1.164588 -2.847790 -0.047 0.014 0.064 0.022
H -6.725617 1.848633 -4.451274 0.194 0.364 0.619 0.045
H -6.399309 2.830778 -2.919810 -0.190 -0.145 -0.373 0.040